{
  "formula": "C4H7NO2",
  "method": "ωB97M-V with the def2-TZVPD basis set",
  "species": ["C", "C", "N", "C", "C", "O", "O", "H", "H", "H", "H", "H", "H", "H"],
  "xyz": [[-1.6897, 0.5298, 0.2081], [-0.9540, -0.7348, -0.1525], [-0.1448, -0.8171, -1.3069], [0.5887, -0.8971, -0.0414], [1.3921, 0.3027, 0.1929], [1.3102, 1.2451, -0.6069], [2.4178, 0.1447, 1.0337], [-1.9717, 0.5221, 1.2595], [-2.5804, 0.6107, -0.4150], [-1.0626, 1.3999, 0.0083], [-1.4522, -1.6592, 0.1399], [0.1912, 0.2285, -1.6545], [1.0265, -1.8415, 0.2590], [2.9288, 0.9662, 1.0759]],
  "forces_ev_per_angstrom": [[0.398, -0.061, -0.031], [0.713, 0.214, 0.965], [1.580, 2.129, -1.851], [-1.358, -0.016, 0.445], [1.018, 0.706, -2.715], [0.275, -0.274, 2.015], [-0.451, 0.178, 0.638], [-0.128, 0.050, 0.006], [-0.085, -0.016, 0.078], [-0.080, 0.007, 0.062], [-0.113, 0.097, -0.357], [-1.586, -3.093, 0.932], [-0.124, 0.056, 0.009], [-0.059, 0.024, -0.198]],
  "total_energy_ev": -9845.5215,
  "de_lowest_kcal_mol": 40.5,
  "orbital_gap_ev": 9.97,
  "smiles": "C[C@H]1N[C@H]1C(=O)O",
  "homo_ev": -9.3
}

{
  "formula": "C14H18N4O3S",
  "method": "ωB97M-V with the def2-TZVPD basis set",
  "species": ["C", "C", "C", "C", "C", "N", "N", "C", "N", "C", "O", "C", "C", "N", "C", "O", "C", "C", "C", "C", "O", "S", "H", "H", "H", "H", "H", "H", "H", "H", "H", "H", "H", "H", "H", "H", "H", "H", "H", "H"],
  "xyz": [[-3.4973, -2.9397, -2.8769], [-4.0823, -1.7094, -2.1899], [-5.4519, -1.3701, -2.7702], [-3.1386, -0.5087, -2.3475], [-1.8567, -0.7032, -1.6295], [-1.7161, -1.3156, -0.5148], [-0.4762, -1.3514, -0.0440], [0.3822, -0.7508, -0.7955], [1.7213, -0.6363, -0.5843], [2.4688, -0.9024, 0.5411], [3.6489, -0.6371, 0.5343], [1.7591, -1.4894, 1.7341], [1.0328, -0.3638, 2.4957], [1.8906, 0.7692, 2.7374], [2.0216, 1.7501, 1.8092], [1.3064, 1.8415, 0.8259], [3.0787, 2.7246, 2.1067], [3.4619, 3.8411, 1.4087], [4.5434, 4.3993, 2.1219], [4.7413, 3.5855, 3.1968], [3.8655, 2.5730, 3.1997], [-0.3337, -0.0597, -2.2502], [-2.5348, -3.1966, -2.4423], [-4.1625, -3.7912, -2.7585], [-3.3617, -2.7553, -3.9412], [-4.1828, -1.9186, -1.1215], [-6.1288, -2.2131, -2.6571], [-5.8866, -0.5124, -2.2621], [-5.3697, -1.1375, -3.8302], [-2.9352, -0.3262, -3.4049], [-3.6225, 0.3863, -1.9430], [2.2353, -0.1316, -1.2977], [1.0265, -2.2307, 1.4219], [2.5166, -1.9434, 2.3752], [0.6635, -0.7443, 3.4495], [0.1901, -0.0097, 1.8993], [2.6204, 0.6747, 3.4271], [3.0152, 4.2004, 0.5052], [5.0973, 5.2802, 1.8708], [5.4500, 3.6221, 4.0010]],
  "forces_ev_per_angstrom": [[-0.039, 0.133, 0.257], [-0.008, 0.032, -0.236], [0.206, -0.038, 0.216], [-0.418, -0.084, 0.115], [0.759, 0.406, -0.442], [-1.525, -0.099, -0.304], [1.419, -0.158, 0.694], [-0.779, 0.301, -0.849], [0.514, 0.162, -0.628], [0.007, -0.392, 0.300], [0.162, 0.065, 0.030], [0.034, 0.088, 0.188], [-0.191, -0.139, -0.223], [0.155, -0.043, 0.282], [-0.052, -0.128, 0.446], [0.038, 0.195, -0.118], [0.125, 0.955, -0.920], [-0.428, -0.786, 0.327], [0.188, -0.255, 0.497], [0.353, 0.711, -0.317], [-0.223, -0.427, 0.174], [-0.211, -0.471, 0.820], [0.109, -0.099, -0.007], [-0.045, -0.126, -0.023], [0.008, 0.009, -0.160], [0.009, 0.031, -0.051], [-0.112, -0.069, -0.024], [-0.100, 0.107, 0.017], [-0.027, 0.034, -0.156], [-0.082, 0.028, -0.040], [0.012, 0.031, -0.095], [0.011, -0.100, 0.262], [0.062, -0.021, 0.091], [0.029, 0.045, -0.123], [-0.030, 0.024, -0.102], [0.043, -0.101, 0.202], [-0.020, 0.097, -0.060], [-0.146, 0.004, -0.191], [0.158, 0.166, 0.017], [0.039, -0.088, 0.135]],
  "total_energy_ev": -37748.3730,
  "de_lowest_kcal_mol": 0.0,
  "orbital_gap_ev": 9.54,
  "smiles": "CC(C)Cc1nnc(NC(=O)CCNC(=O)c2ccco2)s1",
  "homo_ev": -8.9
}